Formula: C47H58BCaN11O9
Source: the Open Molecules 2025 dataset
Level of theory: wB97M-V/def2-TZVPD

Element x y z (Å)
Ca (-0.156, 0.713, 0.096)
O (-0.050, 2.775, -0.616)
C (-0.318, 3.943, -0.136)
C (-0.705, 5.010, -0.973)
C (-0.972, 6.266, -0.459)
C (-0.850, 6.520, 0.900)
C (-0.449, 5.483, 1.741)
C (-0.195, 4.216, 1.254)
C (0.312, 3.109, 2.137)
N (-0.573, 1.981, 2.086)
N (-0.310, 1.104, 3.113)
C (-0.382, -0.200, 2.982)
O (-0.553, -0.705, 1.846)
C (-0.251, -1.108, 4.157)
C (0.436, -2.297, 3.945)
C (0.573, -3.218, 4.970)
C (0.004, -2.967, 6.211)
C (-0.698, -1.790, 6.422)
C (-0.821, -0.858, 5.402)
H (-0.790, 4.801, -2.032)
H (-1.273, 7.062, -1.133)
H (-1.052, 7.504, 1.303)
H (-0.333, 5.665, 2.801)
H (1.349, 2.875, 1.832)
H (0.871, -2.479, 2.976)
H (1.127, -4.132, 4.798)
H (0.108, -3.687, 7.014)
H (-1.150, -1.587, 7.384)
H (-1.363, 0.061, 5.570)
C (-4.113, 0.086, 1.480)
C (-3.746, 1.406, 0.806)
C (-4.821, 2.467, 1.025)
C (-3.469, 1.188, -0.656)
C (-4.279, 1.413, -1.779)
C (-3.503, 1.014, -2.854)
C (-3.877, 1.045, -4.311)
C (-4.903, -0.048, -4.621)
C (-4.409, 2.419, -4.709)
N (-2.314, 0.582, -2.377)
N (-2.311, 0.683, -1.025)
B (-1.192, -0.211, -3.110)
N (-1.070, -1.611, -2.466)
N (-0.591, -1.702, -1.201)
C (-0.441, -2.993, -0.940)
C (-0.852, -3.765, -2.039)
C (-1.245, -2.840, -2.988)
C (-1.805, -3.095, -4.357)
C (-0.794, -3.820, -5.243)
C (-3.110, -3.885, -4.269)
C (0.148, -3.426, 0.371)
C (-0.097, -4.907, 0.644)
C (1.642, -3.107, 0.406)
N (0.216, 0.456, -3.148)
N (1.074, 0.417, -2.093)
C (2.220, 0.924, -2.494)
C (2.138, 1.317, -3.839)
C (0.841, 1.016, -4.209)
C (0.145, 1.316, -5.505)
C (1.133, 1.483, -6.652)
C (-0.708, 2.578, -5.339)
C (3.377, 1.016, -1.538)
C (3.323, 2.307, -0.727)
C (4.718, 0.909, -2.262)
H (-4.329, 0.245, 2.540)
H (-3.292, -0.627, 1.406)
H (-4.998, -0.360, 1.014)
H (-2.816, 1.764, 1.263)
H (-5.787, 2.146, 0.625)
H (-4.546, 3.406, 0.544)
H (-4.953, 2.660, 2.091)
H (-5.266, 1.838, -1.805)
H (-2.984, 0.841, -4.899)
H (-5.815, 0.110, -4.044)
H (-4.513, -1.031, -4.355)
H (-5.166, -0.059, -5.682)
H (-5.343, 2.639, -4.190)
H (-4.604, 2.458, -5.783)
H (-3.701, 3.207, -4.457)
H (-1.543, -0.328, -4.245)
H (-0.866, -4.837, -2.128)
H (-2.022, -2.129, -4.813)
H (-0.566, -4.808, -4.837)
H (0.142, -3.267, -5.304)
H (-1.186, -3.952, -6.254)
H (-2.930, -4.875, -3.847)
H (-3.559, -4.014, -5.256)
H (-3.833, -3.384, -3.625)
H (-0.343, -2.831, 1.142)
H (0.406, -5.534, -0.098)
H (-1.160, -5.151, 0.620)
H (0.293, -5.186, 1.625)
H (2.170, -3.648, -0.385)
H (2.089, -3.397, 1.359)
H (1.831, -2.044, 0.261)
H (2.903, 1.768, -4.445)
H (-0.524, 0.486, -5.742)
H (1.746, 2.374, -6.510)
H (0.603, 1.598, -7.600)
H (1.805, 0.628, -6.734)
H (-0.065, 3.437, -5.138)
H (-1.388, 2.485, -4.494)
H (-1.293, 2.784, -6.239)
H (3.298, 0.166, -0.851)
H (3.305, 3.171, -1.396)
H (4.204, 2.382, -0.081)
H (2.439, 2.377, -0.094)
H (4.886, 1.782, -2.899)
H (4.767, 0.019, -2.890)
H (5.532, 0.866, -1.538)
O (6.756, 2.751, 5.299)
N (5.565, 2.995, 5.462)
O (5.146, 3.688, 6.382)
C (4.614, 2.421, 4.548)
C (3.247, 2.665, 4.720)
C (2.309, 2.138, 3.877)
C (2.695, 1.264, 2.733)
O (1.924, 0.831, 1.869)
C (4.131, 1.032, 2.687)
C (5.057, 1.603, 3.530)
N (4.698, 0.184, 1.638)
O (5.900, 0.289, 1.410)
O (3.981, -0.608, 1.058)
N (0.975, 2.604, 4.286)
O (0.469, 3.619, 3.490)
O (-0.020, 1.617, 4.382)
H (2.909, 3.287, 5.534)
H (6.108, 1.403, 3.393)

As for the multiplicity: 1. The relative energy (zero: lowest compared OMol25 entry of this formula, charge and spin) is 0.000 eV. The net charge is -2. The highest occupied orbital energy is -2.176 eV. The total energy comes out at -103614.3996 eV. The value obtained for the LUMO energy is 3.7981 eV. The value obtained for the molecular weight is 971.94 g mol⁻¹.

Formula: C47H58BF5GeN6OSSbTi
Source: the Open Molecules 2025 dataset
Level of theory: wB97M-V/def2-TZVPD

Element x y z (Å)
Ti (-0.169, -0.038, -0.739)
C (3.514, 0.864, -4.678)
C (3.202, 0.497, -3.267)
C (4.052, 0.032, -2.291)
C (3.267, -0.173, -1.155)
N (1.983, 0.146, -1.424)
N (1.975, 0.568, -2.727)
B (0.707, 1.041, -3.446)
N (-0.208, -0.187, -3.680)
N (-0.302, -1.185, -2.746)
C (-1.033, -2.161, -3.331)
C (-1.458, -1.753, -4.588)
C (-0.913, -0.495, -4.777)
C (-1.057, 0.401, -5.957)
C (-1.239, -3.544, -2.843)
C (-0.175, -4.438, -2.740)
C (-0.395, -5.775, -2.449)
C (-1.689, -6.242, -2.268)
C (-2.759, -5.370, -2.405)
C (-2.534, -4.035, -2.706)
N (0.016, 2.148, -2.626)
N (-0.283, 2.015, -1.289)
C (-0.877, 3.176, -0.931)
C (-0.958, 4.023, -2.025)
C (-0.386, 3.342, -3.085)
C (-0.168, 3.839, -4.474)
C (-1.317, 3.608, 0.412)
C (-0.431, 3.699, 1.477)
C (-0.848, 4.228, 2.690)
C (-2.150, 4.676, 2.845)
C (-3.031, 4.619, 1.773)
C (-2.611, 4.103, 0.560)
C (3.894, -0.642, 0.105)
C (3.354, -1.558, 1.001)
C (4.067, -1.967, 2.120)
C (5.326, -1.452, 2.381)
C (5.867, -0.516, 1.512)
C (5.162, -0.124, 0.388)
H (4.562, 0.654, -4.877)
H (2.909, 0.296, -5.382)
H (3.336, 1.923, -4.862)
H (5.102, -0.164, -2.395)
H (0.994, 1.500, -4.503)
H (-2.023, -2.332, -5.295)
H (-1.595, -0.123, -6.743)
H (-1.632, 1.288, -5.694)
H (-0.092, 0.720, -6.347)
H (0.836, -4.113, -2.960)
H (0.442, -6.456, -2.388)
H (-1.863, -7.286, -2.046)
H (-3.772, -5.731, -2.295)
H (-3.371, -3.364, -2.840)
H (-1.346, 5.025, -2.023)
H (-0.542, 4.857, -4.548)
H (0.890, 3.843, -4.729)
H (-0.685, 3.232, -5.213)
H (0.592, 3.379, 1.348)
H (-0.149, 4.303, 3.511)
H (-2.474, 5.086, 3.791)
H (-4.043, 4.982, 1.881)
H (-3.289, 4.079, -0.283)
H (2.352, -1.938, 0.853)
H (3.631, -2.693, 2.793)
H (5.876, -1.771, 3.254)
H (6.840, -0.089, 1.708)
H (5.588, 0.622, -0.267)
F (-6.532, 2.536, -3.069)
C (-5.580, 2.104, -2.236)
C (-4.441, 1.488, -2.733)
F (-4.280, 1.315, -4.049)
C (-3.481, 1.051, -1.843)
F (-2.383, 0.402, -2.332)
C (-3.573, 1.213, -0.470)
S (-2.314, 0.655, 0.608)
C (-4.736, 1.819, -0.001)
F (-4.918, 1.999, 1.311)
C (-5.728, 2.259, -0.864)
F (-6.825, 2.843, -0.382)
O (1.045, -2.433, -0.709)
H (1.019, -2.442, -1.680)
H (1.753, -3.032, -0.444)
C (-1.306, -4.382, 0.915)
Sb (-1.781, -2.306, 0.656)
C (-2.564, -2.141, 2.637)
C (-3.714, -2.419, -0.251)
H (-2.238, -4.921, 1.070)
H (-0.686, -4.477, 1.804)
H (-0.784, -4.794, 0.058)
H (-3.388, -2.851, 2.684)
H (-2.931, -1.137, 2.827)
H (-1.822, -2.419, 3.379)
H (-3.958, -3.457, -0.459)
H (-3.757, -1.840, -1.169)
H (-4.419, -2.005, 0.467)
C (1.641, -1.678, 6.152)
C (0.258, -1.671, 5.511)
C (0.119, -0.610, 4.415)
C (0.852, -1.002, 3.131)
Ge (0.694, 0.466, 1.817)
C (2.292, 1.637, 1.798)
C (2.340, 2.402, 3.128)
C (3.149, 1.680, 4.201)
C (3.228, 2.475, 5.495)
H (1.717, -2.436, 6.929)
H (1.860, -0.711, 6.608)
H (2.423, -1.883, 5.419)
H (-0.500, -1.498, 6.277)
H (0.048, -2.658, 5.086)
H (0.526, 0.334, 4.791)
H (-0.931, -0.410, 4.203)
H (0.489, -1.958, 2.746)
H (1.920, -1.119, 3.313)
H (-0.415, 1.354, 2.410)
H (2.227, 2.298, 0.934)
H (3.190, 1.038, 1.675)
H (1.333, 2.606, 3.507)
H (2.794, 3.383, 2.951)
H (4.154, 1.486, 3.815)
H (2.711, 0.700, 4.406)
H (3.723, 3.433, 5.337)
H (3.783, 1.936, 6.261)
H (2.230, 2.679, 5.890)

As for the multiplicity: 3. The relative energy (zero: lowest compared OMol25 entry of this formula, charge and spin) is 0.000 eV. The net charge is +1. The highest occupied orbital energy (spin up / spin down) is -9.876 / -9.883 eV. The total energy comes out at -171933.0347 eV. The value obtained for the LUMO energy (spin up / spin down) is -3.0386 / -4.9388 eV. The value obtained for the molecular weight is 1103.13 g mol⁻¹.

Formula: C47H58BrCl4IN9O5SbSr
Source: the Open Molecules 2025 dataset
Level of theory: wB97M-V/def2-TZVPD

Element x y z (Å)
Sr (-0.617, 0.589, 0.585)
C (2.718, -1.557, -1.507)
N (2.553, -0.192, -1.932)
C (3.754, 0.608, -1.914)
C (1.354, 0.265, -2.399)
N (0.236, -0.283, -1.992)
C (-0.841, -0.216, -2.894)
C (-0.628, -0.428, -4.258)
C (-1.628, -0.272, -5.200)
C (-2.894, 0.114, -4.778)
C (-3.138, 0.242, -3.423)
C (-2.159, -0.001, -2.459)
N (-2.509, 0.007, -1.095)
C (-3.635, -0.596, -0.794)
N (-4.412, -0.053, 0.164)
C (-4.184, 1.311, 0.595)
C (-5.279, -0.830, 1.019)
N (-4.114, -1.760, -1.355)
C (-3.237, -2.762, -1.919)
C (-5.489, -1.865, -1.788)
N (1.430, 1.407, -3.168)
C (2.280, 1.464, -4.338)
C (0.335, 2.360, -3.189)
H (3.334, -1.582, -0.607)
H (3.213, -2.154, -2.281)
H (1.749, -1.982, -1.281)
H (4.260, 0.470, -0.956)
H (3.501, 1.659, -2.029)
H (4.453, 0.323, -2.708)
H (0.364, -0.725, -4.577)
H (-1.418, -0.437, -6.246)
H (-3.684, 0.298, -5.491)
H (-4.124, 0.530, -3.080)
H (-3.755, 1.885, -0.223)
H (-3.522, 1.355, 1.463)
H (-5.143, 1.749, 0.875)
H (-6.331, -0.614, 0.820)
H (-5.059, -0.584, 2.057)
H (-5.091, -1.891, 0.875)
H (-2.228, -2.626, -1.544)
H (-3.216, -2.715, -3.014)
H (-3.593, -3.751, -1.614)
H (-6.043, -0.978, -1.498)
H (-5.981, -2.740, -1.357)
H (-5.522, -1.953, -2.880)
H (2.964, 0.624, -4.360)
H (2.860, 2.390, -4.360)
H (1.660, 1.422, -5.242)
H (-0.250, 2.295, -2.277)
H (-0.326, 2.200, -4.046)
H (0.763, 3.365, -3.250)
Cl (-0.718, -0.333, 8.033)
C (-0.884, -0.491, 6.304)
C (-1.766, -1.387, 5.793)
C (-1.920, -1.537, 4.403)
I (-3.347, -2.916, 3.770)
C (-1.189, -0.811, 3.469)
O (-1.296, -0.914, 2.201)
C (-0.247, 0.150, 4.048)
N (0.462, 0.901, 3.166)
C (1.249, 1.833, 3.630)
C (1.448, 2.083, 4.998)
C (0.778, 1.316, 5.902)
C (-0.109, 0.321, 5.442)
H (-2.357, -1.992, 6.462)
H (1.767, 2.442, 2.898)
H (2.118, 2.871, 5.311)
H (0.900, 1.467, 6.965)
C (2.077, -1.701, 1.988)
O (1.986, -0.569, 1.143)
C (2.996, 0.333, 1.187)
C (4.233, 0.116, 1.767)
C (5.189, 1.136, 1.731)
Br (6.876, 0.828, 2.525)
C (4.925, 2.350, 1.139)
C (3.665, 2.577, 0.567)
C (2.712, 1.573, 0.589)
O (1.497, 1.718, 0.055)
C (3.289, 3.840, -0.065)
N (2.118, 4.012, -0.630)
C (2.113, 5.317, -1.085)
C (1.110, 6.031, -1.734)
C (1.381, 7.339, -2.072)
C (2.617, 7.933, -1.771)
C (3.617, 7.240, -1.119)
C (3.336, 5.923, -0.782)
N (4.076, 4.953, -0.128)
H (2.874, -2.371, 1.653)
H (1.113, -2.194, 1.909)
H (2.243, -1.389, 3.021)
H (4.464, -0.820, 2.244)
H (5.689, 3.111, 1.124)
H (1.433, 2.619, -0.361)
H (0.153, 5.574, -1.934)
H (0.624, 7.926, -2.571)
H (2.787, 8.962, -2.051)
H (4.563, 7.705, -0.883)
H (4.988, 5.063, 0.276)
Cl (-2.952, 5.049, -0.526)
C (-2.061, 4.606, 0.939)
Cl (-3.121, 4.746, 2.336)
Cl (-0.659, 5.685, 1.136)
C (-1.489, 3.171, 0.809)
O (-1.082, 2.849, -0.317)
O (-1.464, 2.486, 1.834)
C (-1.857, -6.992, -0.148)
C (-2.480, -5.745, 0.451)
Sb (-1.240, -3.975, 0.665)
C (0.090, -4.412, -1.011)
C (1.507, -4.915, -0.811)
C (-0.226, -4.683, 2.446)
C (0.932, -5.662, 2.398)
H (-2.567, -7.821, -0.175)
H (-0.994, -7.324, 0.428)
H (-1.519, -6.831, -1.169)
H (-2.824, -5.945, 1.467)
H (-3.365, -5.447, -0.113)
H (0.103, -3.462, -1.548)
H (-0.458, -5.099, -1.653)
H (2.078, -4.271, -0.143)
H (2.046, -4.952, -1.759)
H (1.527, -5.914, -0.385)
H (-1.063, -5.113, 3.003)
H (0.056, -3.789, 3.006)
H (0.704, -6.543, 1.802)
H (1.183, -6.005, 3.403)
H (1.829, -5.214, 1.977)

As for the multiplicity: 1. The net charge is 0. The highest occupied orbital energy is -6.916 eV. The total energy comes out at -208940.1433 eV. The value obtained for the LUMO energy is -0.1775 eV. The value obtained for the molecular weight is 1387.04 g mol⁻¹.